## P
{"formula": "C5H21N3O3", "method": "ωB97M-V with the def2-TZVPD basis set", "elements": ["N", "C", "C", "C", "N", "C", "C", "N", "H", "H", "H", "H", "H", "H", "H", "H", "H", "H", "H", "H", "H", "H", "H", "H", "H", "O", "H", "H", "O", "H", "H", "O"], "coordinates": [[0.563, 1.420, 2.147], [0.587, -0.070, 2.196], [-0.812, -0.530, 2.743], [0.957, -0.696, 0.882], [0.247, -0.274, -0.359], [-0.969, -1.042, -0.765], [-2.352, -0.414, -0.601], [-2.115, 1.075, -0.264], [1.405, 1.792, 1.698], [-0.127, 1.586, 1.405], [1.382, -0.287, 2.920], [-1.657, 0.077, 2.438], [-0.927, -1.597, 2.448], [-0.855, -0.588, 3.840], [0.788, -1.779, 0.940], [2.004, -0.661, 0.555], [0.068, 0.699, -0.551], [-0.864, -2.008, -0.272], [-0.787, -1.277, -1.838], [-3.036, -0.874, 0.109], [-2.824, -0.277, -1.605], [-2.056, 0.978, 0.744], [-2.895, 1.605, -0.622], [2.790, -1.296, -2.389], [1.312, -1.271, -1.905], [1.879, -1.389, -2.679], [2.622, 0.320, -0.854], [3.280, 1.648, -0.568], [3.400, 0.840, -1.082], [-1.052, 1.571, -3.187], [0.135, 1.190, -2.330], [-0.092, 1.529, -3.195]], "nbo_charge": [-0.811, -0.080, -0.618, -0.237, -0.707, -0.250, -0.251, -0.867, 0.345, 0.338, 0.205, 0.196, 0.206, 0.231, 0.202, 0.193, 0.384, 0.200, 0.205, 0.192, 0.198, 0.357, 0.373, 0.470, 0.476, -0.953, 0.465, 0.466, -0.932, 0.460, 0.461, -0.919], "orbital_gap_ev": 9.96, "e_lumo_ev": 0.5, "homo_energy_ev": -9.4506, "charge": 0}

=====

## Q
{"formula": "C5H21N3O3", "method": "ωB97M-V with the def2-TZVPD basis set", "elements": ["C", "N", "C", "N", "C", "C", "C", "N", "H", "H", "H", "H", "H", "H", "H", "H", "H", "H", "H", "H", "H", "H", "H", "H", "H", "O", "H", "H", "O", "H", "H", "O"], "coordinates": [[-1.253, -0.144, 1.481], [-1.690, -1.403, 0.849], [-2.018, -1.289, -0.568], [-1.014, -1.575, -1.597], [0.176, -0.142, 2.049], [1.177, -0.360, 0.879], [2.619, -0.242, 1.302], [0.370, 1.186, 2.698], [-1.428, 0.722, 0.842], [-1.922, 0.101, 2.322], [-1.100, -2.171, 1.126], [-2.840, -1.992, -0.717], [-2.360, -0.282, -0.784], [-0.888, -2.567, -1.757], [-0.071, -1.250, -1.392], [0.295, -0.867, 2.858], [0.934, 0.232, 0.000], [0.884, -1.384, 0.607], [2.919, -0.826, 2.175], [3.248, -0.596, 0.472], [2.864, 0.770, 1.614], [1.196, 1.611, 2.305], [-0.380, 1.827, 2.477], [-0.584, 2.467, -1.475], [-1.612, 3.284, -0.863], [-0.861, 2.759, -0.595], [2.231, 0.171, -1.927], [2.755, -1.258, -2.183], [2.076, -0.632, -2.445], [-0.421, 0.234, -2.351], [0.012, 1.028, -3.512], [-0.204, 1.148, -2.591]], "nbo_charge": [-0.241, -0.653, -0.054, -0.887, -0.054, -0.422, -0.614, -0.839, 0.218, 0.181, 0.361, 0.182, 0.187, 0.364, 0.369, 0.182, 0.204, 0.195, 0.215, 0.199, 0.203, 0.348, 0.361, 0.494, 0.458, -0.966, 0.483, 0.473, -0.951, 0.500, 0.482, -0.979], "orbital_gap_ev": 8.91, "e_lumo_ev": 0.5, "homo_energy_ev": -8.4082, "charge": 0}

=====

Preferred: Q; penalty for the next structure: 23.3 kcal/mol.

=====

## P
{"formula": "C3HNO2", "method": "ωB97M-V with the def2-TZVPD basis set", "elements": ["C", "C", "C", "N", "O", "O", "H"], "coordinates": [[0.983, 0.768, 1.402], [0.598, 0.319, 0.375], [0.077, -0.586, -0.542], [-1.154, -0.132, -0.850], [0.656, -1.458, -1.197], [-2.201, -0.385, -1.405], [1.040, 1.474, 2.216]], "nbo_charge": [-0.101, -0.118, 0.444, 0.109, -0.454, -0.125, 0.246], "orbital_gap_ev": [8.19, 7.87], "e_lumo_ev": [-1.6, -2.2], "homo_energy_ev": [-9.7738, -10.0846], "charge": 0}

=====

## Q
{"formula": "C3HNO2", "method": "ωB97M-V with the def2-TZVPD basis set", "elements": ["C", "C", "C", "N", "O", "O", "H"], "coordinates": [[-0.975, 1.796, 0.919], [0.271, -1.163, -1.188], [1.330, -1.540, -0.337], [-0.614, 1.271, 1.860], [-0.298, -1.576, -2.104], [1.794, -1.178, 0.702], [-1.507, 2.390, 0.147]], "nbo_charge": [0.058, 0.407, 0.371, -0.302, -0.389, -0.387, 0.243], "orbital_gap_ev": 7.73, "e_lumo_ev": -1.4, "homo_energy_ev": -9.1071, "charge": 0}

=====

## R
{"formula": "C3HNO2", "method": "ωB97M-V with the def2-TZVPD basis set", "elements": ["C", "C", "C", "H", "N", "O", "O"], "coordinates": [[-0.243, 0.881, -0.456], [-0.566, -0.434, 0.404], [0.749, -1.068, 0.474], [0.885, 1.196, -0.716], [1.855, -1.494, 0.199], [-1.109, 1.653, -0.826], [-1.570, -0.735, 0.921]], "nbo_charge": [0.316, 0.413, 0.132, 0.157, -0.205, -0.434, -0.379], "orbital_gap_ev": 8.87, "e_lumo_ev": -2.0, "homo_energy_ev": -10.8877, "charge": 0}

=====

Preferred: R; penalty for the next structure: 30.0 kcal/mol.

=====

## P
{"formula": "C3HNO2", "method": "ωB97M-V with the def2-TZVPD basis set", "elements": ["O", "C", "C", "O", "C", "N", "H"], "coordinates": [[-0.199, -1.022, -1.451], [0.594, -0.464, -0.593], [-0.106, -0.110, 0.670], [-0.420, -0.938, 1.495], [-0.107, 1.343, 0.956], [-0.101, 2.485, 1.139], [0.340, -1.295, -2.215]], "nbo_charge": [-0.586, 0.270, 0.322, -0.448, 0.159, -0.229, 0.512], "orbital_gap_ev": 8.96, "e_lumo_ev": -1.1, "homo_energy_ev": -10.0288, "charge": 0}

=====

## Q
{"formula": "C3HNO2", "method": "ωB97M-V with the def2-TZVPD basis set", "elements": ["O", "C", "C", "O", "C", "N", "H"], "coordinates": [[-1.041, -1.532, 0.056], [-1.089, -0.333, 0.106], [0.139, 0.540, -0.155], [0.019, 1.690, -0.491], [1.459, -0.093, 0.008], [2.518, -0.526, 0.176], [-2.006, 0.253, 0.299]], "nbo_charge": [-0.432, 0.350, 0.389, -0.405, 0.156, -0.204, 0.147], "orbital_gap_ev": 9.37, "e_lumo_ev": -1.8, "homo_energy_ev": -11.2031, "charge": 0}

=====

Preferred: Q; penalty for the next structure: 46.4 kcal/mol.

=====

## P
{"formula": "C5H13I2NOP", "method": "ωB97M-V with the def2-TZVPD basis set", "elements": ["C", "C", "C", "C", "C", "N", "O", "P", "I", "I", "H", "H", "H", "H", "H", "H", "H", "H", "H", "H", "H", "H", "H"], "coordinates": [[1.755, -1.004, -0.310], [0.091, -0.706, 1.640], [-0.442, -1.768, -0.499], [-0.008, 0.682, -0.397], [-1.389, 1.204, -0.002], [0.423, -0.682, 0.147], [-2.319, 0.210, 0.082], [1.253, 2.093, 0.046], [-1.310, 2.339, 1.823], [-2.241, 2.487, -1.686], [1.902, -0.985, -1.365], [2.522, -0.136, -0.022], [2.222, -1.977, -0.113], [0.306, -1.748, 1.904], [0.821, 0.044, 2.040], [-0.821, -0.393, 1.920], [-0.715, -2.390, 0.402], [-1.372, -1.452, -0.938], [0.253, -2.285, -1.248], [0.074, 0.368, -1.772], [-3.177, 0.625, -0.109], [1.741, 2.288, -1.181], [0.431, 3.187, -0.360]], "nbo_charge": [-0.460, -0.393, -0.410, -0.391, -0.012, -0.289, -0.773, 0.313, 0.214, 0.180, 0.248, 0.246, 0.271, 0.230, 0.238, 0.239, 0.231, 0.264, 0.234, 0.293, 0.515, -0.021, 0.032], "orbital_gap_ev": 8.57, "e_lumo_ev": -4.3, "homo_energy_ev": -12.8612, "charge": 1}

=====

## Q
{"formula": "C5H13I2NOP", "method": "ωB97M-V with the def2-TZVPD basis set", "elements": ["C", "C", "C", "C", "C", "N", "O", "P", "I", "I", "H", "H", "H", "H", "H", "H", "H", "H", "H", "H", "H", "H", "H"], "coordinates": [[1.890, -0.028, -0.952], [0.800, 1.317, 0.733], [1.087, -1.101, 1.022], [-0.689, -0.247, -0.489], [-1.897, -0.006, 0.464], [0.726, 0.007, 0.138], [-1.582, -0.079, 1.766], [-1.116, 0.659, -2.122], [-2.912, 1.840, 0.014], [-3.514, -1.644, -0.107], [1.778, -0.874, -1.552], [1.835, 0.763, -1.651], [2.911, -0.177, -0.509], [-0.183, 1.610, 1.273], [1.518, 1.474, 1.507], [0.917, 2.077, -0.074], [1.716, -0.854, 1.888], [0.122, -1.365, 1.487], [1.685, -1.946, 0.609], [-0.621, -1.307, -0.857], [-1.963, 0.666, 2.380], [-0.229, -0.545, -2.692], [-2.277, -0.239, -2.275]], "nbo_charge": [-0.392, -0.440, -0.453, -0.406, 0.066, -0.263, -0.771, 0.297, 0.236, 0.113, 0.227, 0.235, 0.252, 0.235, 0.250, 0.240, 0.248, 0.253, 0.252, 0.271, 0.532, -0.033, 0.050], "orbital_gap_ev": 8.37, "e_lumo_ev": -4.1, "homo_energy_ev": -12.5203, "charge": 1}

=====

Preferred: Q; penalty for the next structure: 15.4 kcal/mol.

=====

## P
{"formula": "C3H4ClNO2", "method": "ωB97M-V with the def2-TZVPD basis set", "elements": ["C", "C", "C", "H", "H", "H", "H", "N", "O", "O", "Cl"], "coordinates": [[1.008, -0.272, 0.354], [-0.027, 0.390, 0.918], [-1.395, 0.728, 0.288], [1.766, -1.320, -1.192], [0.188, -1.613, -0.902], [1.993, -0.222, 0.819], [-0.768, 0.276, -1.542], [0.912, -0.804, -0.971], [-1.575, 0.412, -1.070], [-2.326, 1.179, 0.897], [0.224, 1.245, 2.400]], "nbo_charge": [0.010, -0.220, 0.751, 0.384, 0.389, 0.217, 0.498, -0.841, -0.699, -0.524, 0.035], "orbital_gap_ev": 9.73, "e_lumo_ev": 0.3, "homo_energy_ev": -9.4720, "charge": 0}

=====

## Q
{"formula": "C3H4ClNO2", "method": "ωB97M-V with the def2-TZVPD basis set", "elements": ["C", "C", "C", "N", "O", "O", "Cl", "H", "H", "H", "H"], "coordinates": [[-0.252, 0.930, 1.788], [0.322, -1.252, -0.640], [0.041, 2.201, 1.821], [0.150, -1.477, -1.889], [0.576, -2.394, -2.588], [-0.215, -0.393, -2.578], [-0.718, 3.377, 2.874], [-0.981, 0.176, 1.754], [-0.326, -0.519, -3.517], [0.339, -1.917, 0.093], [0.844, 2.589, 1.143]], "nbo_charge": [-0.093, 0.039, -0.329, 0.295, -0.464, -0.538, -0.011, 0.202, 0.500, 0.162, 0.237], "orbital_gap_ev": [9.14, 7.74], "e_lumo_ev": [-0.6, -1.4], "homo_energy_ev": [-9.7623, -9.0924], "charge": 0}

=====

Preferred: P; penalty for the next structure: 218.2 kcal/mol.

=====

## P
{"formula": "C6H12N3O", "method": "ωB97M-V with the def2-TZVPD basis set", "elements": ["C", "C", "C", "C", "C", "C", "N", "N", "N", "O", "H", "H", "H", "H", "H", "H", "H", "H", "H", "H", "H", "H"], "coordinates": [[1.229, 0.905, -0.343], [-2.011, 2.156, 0.405], [0.250, -1.316, -0.214], [1.062, -0.336, 0.538], [2.583, -0.832, 0.714], [-2.034, -1.224, -0.618], [0.161, 1.773, -0.283], [-1.056, -1.306, 0.238], [-1.006, 1.367, 0.368], [2.309, 1.097, -0.876], [-3.051, 1.812, 0.593], [-1.885, 3.156, -0.102], [0.469, -1.359, -1.368], [0.624, -2.390, 0.097], [0.528, -0.035, 1.493], [3.150, -0.353, 1.500], [3.153, -0.755, -0.200], [2.592, -1.880, 0.954], [-2.748, -0.369, -0.136], [-1.804, -0.809, -1.637], [-2.672, -2.090, -0.443], [0.160, 2.785, -0.681]], "nbo_charge": [0.666, -0.092, -0.335, -0.322, -0.598, -0.524, -0.465, 0.107, -0.260, -0.520, 0.218, 0.180, 0.237, 0.367, 0.280, 0.246, 0.255, 0.202, 0.363, 0.230, 0.351, 0.413], "orbital_gap_ev": 6.26, "e_lumo_ev": -7.5, "homo_energy_ev": -13.7679, "charge": 1}

=====

## Q
{"formula": "C6H12N3O", "method": "ωB97M-V with the def2-TZVPD basis set", "elements": ["C", "C", "C", "C", "C", "C", "N", "N", "N", "O", "H", "H", "H", "H", "H", "H", "H", "H", "H", "H", "H", "H"], "coordinates": [[1.389, 1.603, -0.362], [0.729, 0.398, -0.129], [-0.822, -1.108, 0.933], [-1.245, -0.382, -1.270], [-1.600, 1.307, 0.544], [-0.730, 0.101, 0.088], [1.700, -0.533, -0.196], [2.779, 0.050, -0.336], [4.776, -0.769, 0.714], [2.654, 1.417, -0.352], [1.004, 2.700, -0.296], [-1.884, -1.405, 1.265], [-0.321, -2.048, 0.552], [-0.397, -0.971, 1.882], [-0.564, -1.095, -1.766], [-2.246, -0.685, -1.102], [-1.020, 0.485, -1.889], [-2.671, 1.020, 0.884], [-1.304, 1.755, 1.555], [-1.554, 2.145, -0.268], [4.601, -1.758, 0.486], [5.670, -0.557, 0.338]], "nbo_charge": [0.247, 0.212, -0.627, -0.568, -0.635, -0.131, -0.161, 0.254, -0.445, -0.204, 0.280, 0.249, 0.244, 0.221, 0.227, 0.247, 0.203, 0.269, 0.238, 0.226, 0.327, 0.327], "orbital_gap_ev": [9.80, 5.51], "e_lumo_ev": [-5.1, -8.8], "homo_energy_ev": [-14.9442, -14.3054], "charge": 1}

=====

Preferred: P; penalty for the next structure: 43.2 kcal/mol.